Record 1
ORCA calculation (ωB97M-V with the def2-TZVPD basis set) on a molecular structure, C23H28N6O5 in a non-equilibrium geometry.

Computed properties:
- M (g/mol) = 468.514
- relative energy (zero: lowest compared OMol25 entry of this formula, charge and spin) (kJ/mol) = 2224.23
- 2S+1 = 1
- E_HOMO (eV) = -7.37
- DFT total energy (eV) = -43462.2189
- frontier orbital gap (hartree) = 0.2660
- lowest unoccupied orbital energy (eV) = -0.13

Structure (XYZ):
```
62
Properties=species:S:1:pos:R:3:forces:R:3:lowdin_charge:R:1
C 3.999730 -0.900205 1.776311 -4.537 -6.516 -6.503 0.0433
C 0.647705 -0.673188 -1.943922 -0.105 -3.013 1.452 -0.0041
C 2.691606 -1.907405 -2.105838 -3.119 0.157 0.400 -0.1212
C -0.240420 -3.332835 0.978575 3.959 3.822 -7.944 0.0932
C -3.675941 0.048592 -1.095360 11.615 -3.909 -12.910 -0.1446
H -3.674763 -1.959155 -2.174253 1.839 -1.463 -4.808 0.0756
C -5.122259 -1.682468 -0.966280 -10.058 -1.823 2.846 -0.1912
N -1.497817 -0.705399 1.370279 0.241 -0.995 -2.967 0.2369
H -0.814352 -3.599089 1.741878 -2.464 -0.777 3.135 0.0199
H -2.492218 0.309507 -1.137942 -2.844 -0.554 0.828 0.1272
H 3.330679 -2.620385 -2.362883 1.628 -4.451 -0.718 0.0656
H 1.809628 2.518684 0.573380 -0.132 1.215 -1.086 0.1107
N 0.581886 -1.920944 1.176728 1.043 -9.726 -0.580 0.0444
C 2.800756 0.484692 -1.585654 -1.269 -0.154 -1.478 0.0014
N -2.851750 1.147473 1.271697 1.575 2.115 0.934 0.0975
O 3.510605 1.794614 -1.334585 -6.738 -4.156 -0.659 -0.1228
C 1.900383 0.474507 1.890488 -5.909 -2.729 -1.117 -0.3872
H 0.590602 -3.971021 0.679476 -0.302 -0.416 0.780 0.0537
C -3.829271 -1.671949 -1.257463 0.271 7.830 -2.682 -0.1368
C 1.272481 -1.968116 -1.979742 3.279 6.252 -1.017 -0.0195
H 1.497668 3.525906 -1.096966 -0.087 -0.151 1.690 0.1515
C 4.808510 1.763867 -1.184231 4.308 0.783 -4.151 -0.2009
H 4.367737 -1.363642 0.824778 0.469 0.546 1.174 0.1112
O -5.665920 -0.246096 -0.593986 0.048 -3.194 1.555 -0.0827
H -4.840405 1.559271 -0.558089 1.055 -2.214 1.664 0.2285
H 5.045416 2.785848 -0.919157 0.786 -0.010 0.339 0.1018
C 0.603748 1.577356 -1.046969 -6.189 6.710 2.212 -0.1210
H -3.635808 -0.614760 1.266684 -1.314 0.104 1.257 0.1354
C 1.283293 0.516712 -1.602681 5.126 -2.025 -0.705 -0.1331
C -0.184036 -0.925568 1.281789 0.199 8.408 4.443 -0.2798
H 4.294565 -0.063717 1.966681 3.827 9.896 1.273 -0.0255
H -5.355434 -2.517441 -0.146653 -0.066 2.171 -1.027 0.1602
C 3.456396 -0.829182 -2.029010 2.771 8.707 4.829 -0.0272
H -3.285441 -1.913959 -0.562215 6.134 -3.607 6.747 0.0028
H 4.655627 -0.670003 -1.614988 -3.283 -1.495 -2.197 0.1710
C -4.473756 0.406160 -0.153779 -10.012 7.562 -1.893 -0.5765
O 2.499816 1.406827 2.283182 2.696 2.570 1.093 0.0812
O -1.326176 2.846033 -0.553884 3.132 2.628 3.215 -0.0203
H -2.903869 2.125091 1.408747 -0.395 0.907 -0.128 0.1179
H 4.287986 -1.428195 2.589473 -0.291 -2.560 2.559 0.0709
H -0.759418 -3.167805 -0.176796 0.746 -0.374 3.781 0.1518
C 1.126935 2.894882 -0.232019 2.126 -3.850 -3.454 -0.0737
C 0.383755 0.369630 1.815026 10.642 -10.216 -2.057 -0.0787
O 2.586774 -3.268766 1.106997 -2.453 7.237 1.340 -0.0460
C -1.560692 0.657443 1.369635 -11.585 -6.593 -0.739 -0.3659
H -0.268307 4.450900 0.654654 0.173 -3.786 -1.196 0.2189
N -0.553587 1.170296 1.800676 0.939 6.949 2.244 -0.0681
H -0.432165 -0.750541 -1.852299 -0.075 0.603 -0.255 0.1057
H -3.883386 0.330155 -2.289100 -0.231 -0.132 3.427 0.1855
H 5.351530 1.513903 -2.245248 -0.915 0.811 1.957 0.1410
C -0.307378 2.488228 1.860289 1.064 6.529 -0.192 -0.0305
H -1.142274 2.994372 2.418647 0.608 -0.182 -0.863 0.1375
N 2.520628 -0.711949 1.391193 2.636 -4.077 2.262 0.0827
H 0.677521 2.781055 2.504389 -2.285 -1.013 -1.953 0.1927
C -4.076895 0.408243 1.160812 0.602 -1.036 5.471 -0.1473
C -0.165874 3.089629 0.283844 -3.126 9.494 8.271 -0.3020
H -5.796743 -1.962334 -1.796393 0.274 0.287 0.330 0.1264
H 5.230560 1.026146 -0.590933 0.532 -1.252 1.982 0.0469
H -4.983032 0.822596 1.899505 2.680 -1.536 -1.597 0.2049
N -0.768745 1.861330 -1.122826 3.950 -9.167 -6.069 0.0199
H 0.751061 -2.744840 -2.323230 -1.972 -3.233 -0.723 0.0574
C 2.002534 -2.058975 1.289558 -1.214 -1.908 -1.827 -0.2669
```
Forces are in eV/Å.

=====

Record 2
ORCA calculation (ωB97M-V with the def2-TZVPD basis set) on 2 unconnected molecules or ions with the total composition C23H28NS2 in a non-equilibrium geometry.

Computed properties:
- M (g/mol) = 382.618
- relative energy (zero: lowest compared OMol25 entry of this formula, charge and spin) (kJ/mol) = 0.00
- total charge = +1
- 2S+1 = 1
- E_HOMO (eV) = -9.40
- DFT total energy (eV) = -47459.0956
- frontier orbital gap (hartree) = 0.1524
- lowest unoccupied orbital energy (eV) = -5.25

Structure (XYZ):
```
54
Properties=species:S:1:pos:R:3:forces:R:3:lowdin_charge:R:1
C -0.114902 -0.614532 1.704852 -0.419 1.307 0.453 -0.0934
H -4.221916 0.234406 3.482830 0.065 -0.004 -0.117 0.1165
H 2.995595 -1.396158 -1.774160 0.036 -0.059 -0.039 0.0913
H -4.495044 -1.924030 2.211112 0.335 0.180 0.087 0.1173
C 3.250885 0.970596 1.514506 -0.403 -0.203 -0.096 -0.0619
H 5.311152 1.506543 1.560728 0.135 0.149 -0.018 0.1023
C 4.591466 0.715666 1.691741 0.235 0.015 -0.007 -0.0956
H -5.323694 0.443826 2.141328 0.311 -0.044 -0.072 0.1127
H 2.733266 -0.393210 -4.629551 0.226 -0.031 -0.005 0.1131
C 2.297093 -0.035974 1.698666 0.425 -0.231 -0.072 -0.2486
H 2.919013 1.960276 1.246583 -0.081 0.247 -0.031 0.1047
C 3.161479 0.935214 -3.010578 0.864 -0.600 0.167 -0.4442
C -1.377211 1.689019 -2.338196 0.446 -0.569 -0.083 -0.0294
S 1.481723 1.528795 -3.008365 -1.007 -0.911 0.236 1.0845
H -3.920466 -1.138628 0.758300 0.080 0.075 0.006 0.0947
H 0.650555 1.316944 1.433394 -0.003 0.368 0.109 0.0841
H -3.459796 1.411288 0.755535 0.070 -0.111 0.039 0.0865
H 6.061602 -0.739490 2.214342 0.225 -0.037 0.036 0.1004
C -3.607534 0.879123 -2.022210 0.191 -0.044 -0.034 -0.0363
C -3.160796 -0.425544 -2.162910 -0.136 -0.117 -0.039 -0.0484
C -4.269733 0.243721 2.385134 -0.101 -0.011 0.032 -0.1971
N -1.458849 -0.303150 1.838518 -0.496 -0.288 -0.704 -0.1220
C 3.297136 -0.421406 -3.688781 -0.008 0.001 -0.554 -0.2905
H 3.103622 -2.514289 -3.120360 -0.407 0.086 -0.095 0.1002
H 3.486857 0.886912 -1.967719 0.029 0.011 -0.058 0.0857
C -3.352459 1.350910 1.844676 -0.125 -0.314 0.050 -0.1742
C -2.706618 1.930234 -2.103054 -0.148 0.157 -0.019 -0.0476
H -0.687224 2.509277 -2.408890 0.012 0.298 0.071 0.0768
H 0.132903 -1.654992 1.800786 -0.209 -0.408 -0.001 0.1058
H -2.020794 -2.333691 1.770273 -0.019 0.233 -0.038 0.1176
C 4.092229 -1.557420 2.242566 -0.028 -0.152 -0.022 -0.0871
H 2.038968 -2.096941 2.238413 -0.100 -0.219 0.096 0.0967
H -1.707668 1.207625 3.268037 -0.106 0.103 0.169 0.1318
H 4.421978 -2.538705 2.543194 0.045 -0.156 0.044 0.1050
C 2.720837 -1.533003 -2.823358 0.908 0.277 0.159 -0.4440
H -1.241244 1.789617 1.683306 -0.162 -0.166 0.019 0.1029
H -3.058056 2.942414 -1.992282 -0.001 0.162 0.022 0.1209
C 0.469035 0.114609 -2.775224 2.311 -0.400 -0.195 -0.6510
H -4.652767 1.076518 -1.853986 -0.175 0.030 0.053 0.1225
H -3.665651 2.331938 2.226555 0.241 -0.222 0.076 0.1177
C 0.890784 0.280698 1.578146 -0.785 -0.365 -0.143 -0.0685
H 3.790955 1.686747 -3.497746 -0.422 0.037 -0.061 0.0999
C -1.887984 1.072817 2.197127 0.350 -0.530 -0.217 -0.1454
C 2.749452 -1.308924 2.064815 -0.061 0.250 -0.120 -0.0472
H -2.276363 -1.550529 3.313945 -0.238 -0.031 0.196 0.1238
C -3.828525 -1.126749 1.850465 0.028 0.223 0.029 -0.1788
C -0.884396 0.367114 -2.491609 -2.291 0.391 0.129 -0.3262
C -2.372258 -1.404534 2.233844 0.367 0.322 -0.049 -0.1595
C -1.831646 -0.685450 -2.387935 0.611 0.430 -0.106 -0.0248
H -3.865503 -1.238606 -2.112268 -0.060 -0.152 0.034 0.1188
H -1.494030 -1.697815 -2.510595 -0.098 -0.295 0.055 0.0788
C 5.014625 -0.547045 2.058698 0.394 0.032 -0.009 -0.1005
H 4.337727 -0.630479 -3.974012 -0.216 0.108 0.401 0.1312
S 0.942191 -1.571529 -2.898615 -0.636 1.179 0.239 1.0778
```
Forces are in eV/Å.

=====

Record 3
ORCA calculation (ωB97M-V with the def2-TZVPD basis set) on a molecular structure, C23H29BCl2HgN6O2.

Computed properties:
- M (g/mol) = 703.833
- relative energy (zero: lowest compared OMol25 entry of this formula, charge and spin) (kJ/mol) = 9.03
- total charge = -1
- 2S+1 = 2
- E_HOMO (spin up / spin down) (eV) = -3.97 / -5.80
- <S²> = 0.7526
- DFT total energy (eV) = -67257.4993
- frontier orbital gap (spin up / spin down) (hartree) = 0.2514 / 0.2920
- lowest unoccupied orbital energy (spin up / spin down) (eV) = 2.87 / 2.15

Structure (XYZ):
```
64
Properties=species:S:1:pos:R:3:forces:R:3:lowdin_charge:R:1
H -0.171904 -2.064825 -5.037585 0.036 0.047 -0.052 0.0893
C -0.124277 -1.398422 -4.169899 -0.006 -0.051 0.128 -0.0446
C -2.263300 -3.900863 -0.329826 0.034 0.154 0.005 -0.0469
H -1.025302 -0.792525 -4.176233 -0.002 0.035 -0.021 0.0639
H 3.189064 -3.144666 -3.217185 0.045 0.017 -0.013 0.0759
C 0.872518 2.685524 2.400011 -0.038 0.199 -0.070 -0.1579
C 0.231261 -3.679019 -0.532590 0.075 -0.021 -0.080 -0.2122
H -0.304784 3.981545 -3.334257 -0.018 0.012 0.056 0.1074
H 1.484935 2.075585 3.045001 -0.050 -0.083 -0.003 0.0978
H -3.675992 3.324084 -1.346437 0.077 0.032 0.010 0.1071
C -4.128374 1.225641 -0.725731 0.011 -0.066 -0.046 -0.0800
C -2.491111 -2.048303 -2.650973 0.120 -0.066 0.005 -0.0551
H 2.718260 -3.266055 0.449251 0.052 -0.043 0.016 0.0800
C -3.378289 2.357067 -0.976916 -0.121 -0.084 0.014 -0.1014
H -2.771047 -2.491676 -3.610835 -0.047 0.046 -0.021 0.0875
C 1.271393 2.435993 -3.681949 -0.023 -0.014 -0.023 -0.0866
B -0.901252 3.062139 -0.746563 0.103 -0.400 0.070 -0.5480
C 0.416220 -4.425508 0.765018 -0.044 0.154 0.016 -0.0349
H 1.662438 2.623357 -4.667315 0.015 -0.001 -0.002 0.0787
H -5.184610 1.083931 -0.876896 -0.019 0.040 0.036 0.0789
C -0.324802 4.261633 1.453740 0.033 0.032 0.171 -0.1012
C 2.730173 -3.538163 -0.606695 -0.104 0.028 -0.044 -0.0476
C 0.277019 3.129225 -3.025554 0.086 -0.037 -0.030 -0.1043
H -0.511318 -4.831417 1.155266 0.006 -0.014 0.008 0.0609
H -2.117696 -4.934569 -0.020603 -0.002 0.008 0.043 0.0700
N 0.097995 2.565596 -1.813635 0.090 0.321 -0.205 -0.0421
O 1.050819 -1.299464 2.866803 0.071 0.134 -0.249 -0.1480
Cl -0.182854 -2.965045 5.313104 -0.037 -0.170 0.080 0.5439
H 3.519011 -2.963412 -1.083637 0.015 0.013 0.007 0.0623
H -3.341790 -0.716936 0.088323 0.054 -0.018 0.012 0.0974
C 1.260483 -2.592697 -2.438583 0.017 -0.036 0.072 -0.2007
H -2.476380 -3.305121 0.562407 -0.046 -0.070 0.055 0.0904
H -1.313583 4.139537 -1.079761 -0.070 0.077 -0.050 0.1105
C 1.645319 1.438433 -2.767433 -0.030 0.161 -0.073 -0.1855
C 1.377808 -3.261256 -1.216601 -0.082 -0.016 -0.059 -0.2235
O -1.158190 -0.898077 2.667797 0.008 0.065 -0.192 -0.0957
H -2.451105 -0.965756 -2.772307 -0.055 -0.001 -0.028 0.0686
H 0.507520 4.609089 3.472081 -0.017 0.026 -0.011 0.0794
H 1.129054 -5.244540 0.650548 0.002 -0.012 0.032 0.0789
H 3.034873 -1.430022 -2.829779 0.086 -0.032 -0.067 0.0714
H 2.409926 0.685206 -2.871991 -0.058 -0.046 0.061 0.0812
H 0.715064 -0.717993 -4.294920 -0.039 -0.002 -0.062 0.0523
C -1.037294 -3.372632 -1.039659 0.010 0.023 -0.023 -0.1905
C -1.149565 -2.561105 -2.177018 0.039 -0.019 0.034 -0.1878
C 0.000194 -2.197412 -2.892371 -0.018 -0.007 -0.008 -0.1928
H 0.810055 -3.742841 1.524628 0.008 -0.022 0.036 0.0793
H 2.993503 -4.597759 -0.681048 0.031 -0.009 0.053 0.0858
N -2.095680 2.088851 -0.667017 -0.362 0.229 -0.121 -0.0433
Cl 0.880323 -0.288305 5.734123 0.075 0.120 0.109 0.5476
N -0.236079 3.194506 0.634535 0.010 0.432 -0.015 -0.0423
C -0.106361 -1.133136 3.284278 -0.032 -0.136 0.516 -0.8839
C -0.305418 -1.255140 4.843852 -0.054 0.064 -0.586 -1.0239
N 0.932893 1.528051 -1.654330 0.035 -0.211 0.089 0.0120
H -3.284624 -2.243474 -1.938198 -0.022 -0.017 -0.026 0.0502
H 2.274900 -2.089302 -4.282795 0.036 0.012 -0.007 0.0657
H -0.875614 5.143857 1.173572 -0.016 -0.040 -0.100 0.1077
C 0.374051 3.980575 2.608633 0.030 -0.015 0.020 -0.0810
H -1.294456 -0.909914 5.119071 0.030 -0.019 0.028 0.0469
H -3.143171 -3.887686 -0.966458 -0.009 0.001 -0.007 0.0609
C 2.507451 -2.295110 -3.241313 -0.146 0.027 0.096 -0.0522
C -3.191210 0.295165 -0.251132 -0.064 0.149 -0.012 -0.1764
Hg 0.366709 -0.245840 0.414793 -0.176 0.127 0.111 0.9930
N 0.501825 2.239122 1.210260 0.074 -0.642 0.111 -0.0085
N -1.981697 0.831472 -0.229807 0.393 -0.366 0.209 0.0162
```
Forces are in eV/Å.